Run a
A single C4H7N3O molecule, computed with ωB97M-V/def2-TZVPD.

**HOMO-LUMO gap**: 9.83 eV
**Multiplicity**: 1
**SMILES string**: O=C1NN[C@H]2C[C@@H]2N1

Structure (XYZ):
```
15
Properties=species:S:1:pos:R:3:mulliken_charge:R:1
O -2.414 -0.751 -0.411 -0.575
C -1.311 -0.337 -0.186 0.361
N -0.107 -1.135 -0.683 -0.217
N 1.321 -1.120 -0.334 -0.423
C 1.316 -0.033 0.625 -0.181
C 1.712 1.474 0.722 -0.602
C 0.397 1.050 0.091 -0.008
N -1.027 0.870 0.341 -0.356
H -0.492 -2.127 -0.701 0.276
H 1.826 -0.870 -1.209 0.303
H 0.998 -0.464 1.601 0.293
H 1.655 1.778 1.776 0.266
H 2.453 2.021 0.030 0.235
H 0.650 0.970 -0.978 0.324
H -1.761 1.471 -0.008 0.304
```

---

Run b
3 unconnected molecules or ions with the total composition C4H7N3O, computed with ωB97M-V/def2-TZVPD.

**HOMO-LUMO gap (spin up / spin down)**: 8.40 / 7.98 eV
**Multiplicity**: 1

Structure (XYZ):
```
15
Properties=species:S:1:pos:R:3:mulliken_charge:R:1
N 0.244 -0.339 -0.590 -0.546
C -0.964 -2.064 0.756 0.281
C -0.253 0.354 0.318 0.717
N -0.944 -3.176 0.009 -0.349
C 1.325 1.798 -1.086 -0.415
C 1.155 2.973 -0.536 -0.454
N -0.875 1.035 1.086 -0.523
O -1.509 -1.893 1.815 -0.512
H 1.194 -0.647 -0.419 0.297
H -1.469 -4.002 0.288 0.240
H -0.535 -3.145 -0.908 0.227
H -1.418 0.600 1.826 0.310
H 1.887 1.509 -1.966 0.281
H 0.523 3.125 0.337 0.202
H 1.638 3.873 -0.930 0.246
```

---

Most stable pick: run a. Distance to second place: 207.1 kJ/mol.

---

Run a
2 unconnected molecules or ions with the total composition C8H11N, computed with ωB97M-V/def2-TZVPD.

**HOMO-LUMO gap (spin up / spin down)**: 8.41 / 6.90 eV
**Multiplicity**: 1

Structure (XYZ):
```
20
Properties=species:S:1:pos:R:3:mulliken_charge:R:1
C -1.054 1.666 0.204 0.076
C 2.629 -0.131 1.118 -0.704
C -0.894 0.513 -0.303 -0.069
C 1.526 0.449 1.408 0.341
C -1.092 -0.470 -1.148 0.887
C 0.756 1.171 2.320 -0.879
C -0.068 -1.652 -1.161 -1.005
C -2.227 -0.467 -2.155 -1.320
N -0.953 2.649 0.806 -0.706
H 3.395 -0.540 1.857 0.219
H 3.143 -0.193 0.192 0.285
H 1.329 1.671 3.151 0.309
H -0.025 0.588 2.765 0.278
H 0.278 2.000 1.657 0.351
H 0.874 -1.132 -1.313 0.206
H -0.272 -2.428 -1.919 0.351
H -0.046 -2.081 -0.154 0.310
H -1.778 -0.673 -3.162 0.320
H -2.786 0.435 -2.103 0.382
H -2.736 -1.375 -2.059 0.367
```

---

Run b
A single C8H11N molecule, computed with ωB97M-V/def2-TZVPD.

**HOMO-LUMO gap**: 10.05 eV
**Multiplicity**: 1
**SMILES string**: C=N[C@@]12C=CCC[C@@H]1C2

Structure (XYZ):
```
20
Properties=species:S:1:pos:R:3:mulliken_charge:R:1
C 2.591 -0.665 0.949 -0.236
N 2.364 0.002 -0.100 -0.514
C 0.773 0.256 -0.520 0.947
C 0.103 -0.871 -1.243 -0.903
C -0.991 -1.333 -0.660 -0.384
C -1.648 -0.797 0.613 -0.615
C -1.594 0.712 0.423 -0.877
C -0.118 1.146 0.339 -0.049
C 0.384 1.594 -0.906 -1.062
H 3.654 -0.675 1.171 0.308
H 1.832 -1.097 1.710 0.188
H 0.595 -1.246 -2.073 0.516
H -1.483 -2.174 -1.047 0.500
H -2.575 -1.350 0.581 0.358
H -0.942 -1.043 1.410 0.262
H -2.184 0.872 -0.534 0.283
H -1.912 1.226 1.284 0.421
H 0.353 1.439 1.349 0.298
H -0.396 1.705 -1.715 0.197
H 1.194 2.297 -1.031 0.361
```

---

Most stable pick: run b. Distance to second place: 304.3 kJ/mol.

---

Run a
2 unconnected molecules or ions with the total composition C2H9NO, computed with ωB97M-V/def2-TZVPD.

**HOMO-LUMO gap**: 11.00 eV
**Multiplicity**: 1
**SMILES string**: NCO.C

Structure (XYZ):
```
13
Properties=species:S:1:pos:R:3:mulliken_charge:R:1
N -2.434 3.192 1.520 -0.592
C -1.115 2.906 0.985 -0.082
O -0.248 3.985 1.429 -0.562
H -3.063 3.727 0.931 0.204
H -2.898 2.291 1.596 0.244
H -0.717 2.077 1.573 0.239
H -0.835 2.753 -0.057 0.241
H -0.709 4.427 2.142 0.308
C 2.391 -5.044 -2.020 -0.902
H 2.835 -4.908 -1.037 0.225
H 1.312 -5.120 -1.957 0.222
H 2.776 -5.998 -2.381 0.232
H 2.706 -4.288 -2.725 0.224
```

---

Run b
A molecular structure, C2H9NO, computed with ωB97M-V/def2-TZVPD.

**HOMO-LUMO gap**: 9.33 eV
**Multiplicity**: 1

Structure (XYZ):
```
13
Properties=species:S:1:pos:R:3:mulliken_charge:R:1
C 1.461 1.678 0.233 -0.554
O 0.742 0.595 0.786 -0.668
H -0.249 0.215 0.138 0.438
H 1.026 2.637 0.536 0.241
H 1.475 1.649 -0.868 0.238
H 2.494 1.658 0.590 0.228
C -0.693 -1.038 -0.659 -0.895
N -1.650 -1.540 0.322 -0.516
H -2.328 -0.844 0.607 0.224
H -1.208 -2.121 1.023 0.219
H -1.197 -0.409 -1.399 0.341
H -0.284 -1.862 -1.254 0.344
H 0.411 -0.618 -0.055 0.359
```

---

Run c
3 unconnected molecules or ions with the total composition C2H9NO, computed with ωB97M-V/def2-TZVPD.

**HOMO-LUMO gap**: 11.33 eV
**Multiplicity**: 1
**SMILES string**: [H][H].C1CO1.N

Structure (XYZ):
```
13
Properties=species:S:1:pos:R:3:mulliken_charge:R:1
H -2.635 -4.501 -4.458 0.003
H -2.153 -3.933 -4.506 -0.003
C 1.350 -0.367 1.973 -0.388
C 0.007 -0.489 1.328 -0.191
O 0.226 0.551 2.229 -0.351
H 2.139 0.059 1.329 0.236
H 1.669 -1.311 2.400 0.274
H 0.017 -0.316 0.278 0.192
H -0.678 -1.403 1.777 0.220
N 0.342 2.959 -0.621 -0.660
H -0.281 3.524 -1.209 0.237
H -0.037 3.214 0.339 0.241
H 0.034 2.013 -0.859 0.190
```

---

Run d
2 unconnected molecules or ions with the total composition C2H9NO, computed with ωB97M-V/def2-TZVPD.

**HOMO-LUMO gap**: 10.78 eV
**Multiplicity**: 1
**SMILES string**: CN.CO

Structure (XYZ):
```
13
Properties=species:S:1:pos:R:3:mulliken_charge:R:1
C -0.367 -1.554 2.025 -0.623
N 0.591 -0.400 1.804 -0.559
H -0.149 -2.469 1.360 0.266
H -0.414 -1.750 3.232 0.244
H -1.354 -0.995 1.607 0.204
H 0.402 0.061 2.638 0.238
H 1.569 -0.893 2.011 0.250
C -0.127 1.226 -2.808 -0.453
O 0.542 1.881 -1.574 -0.508
H 0.352 1.943 -3.650 0.166
H 0.303 0.148 -2.888 0.243
H -1.395 1.419 -2.971 0.222
H 0.048 1.382 -0.784 0.309
```

---

Most stable pick: run a. Distance to second place: 242.9 kJ/mol.

---

Run a
2 unconnected molecules or ions with the total composition C3H12N2O, computed with ωB97M-V/def2-TZVPD.

**HOMO-LUMO gap**: 9.26 eV
**Multiplicity**: 1
**SMILES string**: NCCCN.O

Structure (XYZ):
```
18
Properties=species:S:1:pos:R:3:mulliken_charge:R:1
N -2.847 -1.019 -0.116 -0.480
C -1.599 -1.490 -0.717 -0.327
C -0.496 -0.553 -0.205 -0.490
C 0.476 0.126 -1.137 -0.573
N -0.239 1.167 -1.902 -0.434
H -3.649 -0.665 -0.585 0.133
H -3.016 -1.150 0.864 0.144
H -1.448 -2.527 -0.492 0.247
H -1.892 -1.517 -1.778 0.336
H 0.261 -1.068 0.507 0.253
H -0.870 0.047 0.644 0.342
H 1.450 0.380 -0.672 0.289
H 0.785 -0.493 -2.074 0.244
H -0.102 1.221 -2.894 0.171
H -0.393 2.083 -1.518 0.146
O 4.631 1.844 3.659 -0.643
H 3.904 2.315 4.076 0.321
H 5.045 1.300 4.340 0.322
```

---

Run b
3 unconnected molecules or ions with the total composition C3H12N2O, computed with ωB97M-V/def2-TZVPD.

**HOMO-LUMO gap**: 10.46 eV
**Multiplicity**: 1
**SMILES string**: C=C.NCO.N

Structure (XYZ):
```
18
Properties=species:S:1:pos:R:3:mulliken_charge:R:1
C 2.475 -2.288 0.712 -0.447
C 2.258 -2.077 -0.582 -0.423
H 3.078 -1.628 1.288 0.240
H 2.014 -3.179 1.122 0.212
H 2.749 -1.260 -1.096 0.198
H 1.525 -2.653 -1.132 0.209
N 0.245 0.882 -1.618 -0.439
C -0.998 1.193 -0.935 -0.263
O -1.833 2.122 -1.631 -0.544
H 0.012 0.203 -2.333 0.203
H 0.659 1.697 -2.047 0.233
H -1.564 0.283 -0.803 0.284
H -0.743 1.702 -0.011 0.242
H -2.328 1.718 -2.353 0.286
N -1.437 -0.057 3.591 -0.653
H -1.484 -1.041 3.824 0.219
H -2.308 0.243 3.173 0.223
H -1.386 0.410 4.493 0.219
```

---

Run c
2 unconnected molecules or ions with the total composition C3H12N2O, computed with ωB97M-V/def2-TZVPD.

**HOMO-LUMO gap**: 9.93 eV
**Multiplicity**: 1
**SMILES string**: C[C@H](N)CN.O

Structure (XYZ):
```
18
Properties=species:S:1:pos:R:3:mulliken_charge:R:1
C -1.293 0.736 0.819 -1.268
C -0.194 -0.276 0.443 0.514
N 0.228 -0.076 -0.944 -0.664
C -0.706 -1.694 0.733 -0.856
N 0.065 -2.752 0.069 -0.591
H -0.953 1.480 1.508 0.272
H -1.698 1.366 0.014 0.358
H -2.178 0.244 1.244 0.338
H 0.637 -0.076 1.088 0.288
H 1.178 -0.217 -1.249 0.239
H -0.415 -0.532 -1.567 0.232
H -1.771 -1.856 0.547 0.288
H -0.602 -1.889 1.803 0.367
H 0.608 -3.299 0.721 0.239
H 0.707 -2.330 -0.588 0.247
O 2.420 3.450 -1.676 -0.638
H 2.161 4.304 -2.050 0.316
H 1.808 3.417 -0.917 0.318
```

---

Most stable pick: run c. Distance to second place: 73.3 kJ/mol.

---

Run a
2 unconnected molecules or ions with the total composition C3H12N2O, computed with ωB97M-V/def2-TZVPD.

**HOMO-LUMO gap**: 9.80 eV
**Multiplicity**: 1
**SMILES string**: C[C@@H](N)CN.O

Structure (XYZ):
```
18
Properties=species:S:1:pos:R:3:mulliken_charge:R:1
C 1.033 0.791 -0.064 -1.462
C -0.389 0.711 -0.596 0.577
N -0.802 1.993 -1.161 -0.631
C -0.513 -0.344 -1.679 -0.762
N -0.136 -1.679 -1.190 -0.547
H 1.438 -0.198 0.088 0.418
H 1.106 1.323 0.887 0.339
H 1.669 1.362 -0.763 0.381
H -1.084 0.415 0.208 0.227
H -1.755 2.260 -0.981 0.205
H -0.203 2.775 -0.942 0.196
H -1.548 -0.276 -2.041 0.268
H 0.177 -0.099 -2.484 0.349
H -0.811 -2.003 -0.504 0.203
H -0.231 -2.338 -1.953 0.240
O 1.006 -1.698 4.178 -0.636
H 0.905 -0.890 4.715 0.320
H 0.136 -2.105 4.280 0.316
```

---

Run b
2 unconnected molecules or ions with the total composition C3H12N2O, computed with ωB97M-V/def2-TZVPD.

**HOMO-LUMO gap**: 9.76 eV
**Multiplicity**: 1
**SMILES string**: CNOC.CN

Structure (XYZ):
```
18
Properties=species:S:1:pos:R:3:mulliken_charge:R:1
C -1.421 -0.882 0.815 -0.623
N -0.677 -1.736 -0.006 -0.324
O 0.469 -0.893 -0.891 -0.423
C 1.638 -1.668 -0.903 -0.568
H -0.703 0.094 1.064 0.398
H -1.690 -1.378 1.748 0.302
H -2.273 -0.381 0.345 0.213
H -1.213 -2.005 -0.828 0.288
H 1.447 -2.675 -1.293 0.255
H 2.076 -1.767 0.099 0.265
H 2.355 -1.168 -1.560 0.252
C -0.362 2.472 -0.006 -0.842
N 0.287 1.359 0.684 -0.524
H -0.847 3.127 0.719 0.327
H -1.126 2.062 -0.667 0.263
H 0.326 3.065 -0.618 0.315
H 1.031 1.686 1.299 0.205
H 0.684 0.688 -0.001 0.220
```

---

Run c
3 unconnected molecules or ions with the total composition C3H12N2O, computed with ωB97M-V/def2-TZVPD.

**HOMO-LUMO gap**: 9.69 eV
**Multiplicity**: 1
**SMILES string**: C=N.CNO.C

Structure (XYZ):
```
18
Properties=species:S:1:pos:R:3:mulliken_charge:R:1
C -1.973 1.191 -0.642 -0.320
N -2.120 -0.048 -0.554 -0.441
H -2.731 1.956 -0.420 0.285
H -1.010 1.552 -0.983 0.237
H -3.037 -0.370 -0.235 0.201
C 1.325 -1.881 -0.248 -0.653
N 0.656 -1.163 -1.317 -0.392
O 1.257 0.126 -1.500 -0.437
H 1.275 -1.384 0.721 0.231
H 0.856 -2.865 -0.184 0.304
H 2.378 -2.013 -0.518 0.257
H -0.309 -0.953 -1.052 0.403
H 1.854 0.019 -2.250 0.317
C 0.318 1.166 1.836 -1.033
H -0.228 0.236 1.915 0.257
H 1.007 1.256 2.671 0.308
H -0.385 1.993 1.857 0.293
H 0.868 1.182 0.903 0.183
```

---

Run d
2 unconnected molecules or ions with the total composition C3H12N2O, computed with ωB97M-V/def2-TZVPD.

**HOMO-LUMO gap**: 9.74 eV
**Multiplicity**: 1
**SMILES string**: NCCCN.O

Structure (XYZ):
```
18
Properties=species:S:1:pos:R:3:mulliken_charge:R:1
N -2.588 1.524 0.830 -0.556
C -1.179 2.043 0.430 -0.441
C -0.102 0.916 0.697 -0.602
C 1.312 1.064 0.347 -0.164
N 2.134 -0.181 0.478 -0.554
H -2.777 0.588 0.494 0.221
H -3.266 2.137 0.444 0.213
H -0.961 2.915 1.032 0.305
H -1.013 2.426 -0.617 0.244
H -0.278 0.372 1.695 0.249
H -0.375 0.275 -0.133 0.260
H 1.778 1.875 0.988 0.213
H 1.041 1.268 -0.756 0.186
H 1.869 -0.951 1.077 0.203
H 2.450 -0.712 -0.346 0.227
O 0.618 -5.533 -2.365 -0.636
H 0.788 -5.351 -1.459 0.313
H 0.550 -4.675 -2.835 0.323
```

---

Most stable pick: run a. Distance to second place: 152.5 kJ/mol.